Entry 1
Here is a structure of composition CHNO3 from the Open Molecules 2025 dataset. Energies are from ωB97M-V with the def2-TZVPD basis set.

Values from the calculation:
- Molecular weight: 75.0 g/mol

Element x y z (Å)
C (-0.87971, 0.38333, -0.02180)
N (0.83045, -0.46825, 0.09712)
O (-0.96259, 1.54721, 0.03848)
O (1.56295, 0.48390, 0.10357)
O (1.12496, -1.61875, 0.00745)
H (-1.67606, -0.32744, -0.22483)

***

Entry 2
Here is an isolated molecule of CHNO3 from the Open Molecules 2025 dataset. Energies are from ωB97M-V with the def2-TZVPD basis set.

Values from the calculation:
- Molecular weight: 75.0 g/mol
- Structure (SMILES): O=c1[nH]oo1

Element x y z (Å)
O (-0.94129, -0.32982, 2.40893)
C (-0.92284, 0.32539, 1.43716)
N (-0.58897, 0.08680, 0.01122)
O (-0.87732, 1.47472, -0.18944)
O (-1.30200, 1.60529, 1.14392)
H (0.31642, -0.20681, -0.33330)

***

Entry 3
Here is a cluster of 2 separate species, CHNO3 in total from the Open Molecules 2025 dataset. Energies are from ωB97M-V with the def2-TZVPD basis set.

Values from the calculation:
- Molecular weight: 75.0 g/mol
- Structure (SMILES): O=C=O.N=O

Element x y z (Å)
O (2.23391, 0.78543, 0.83477)
C (1.42328, 0.01723, 1.08860)
O (0.51783, -0.62893, 1.40496)
N (-1.25766, 0.11857, -1.38860)
O (-0.61587, -0.27478, -0.43203)
H (-2.30147, -0.01753, -1.50768)

***

Short version: entry 3 is the most stable of them.

***

Entry 1
Here is a cluster of 2 separate species, C5H14S in total from the Open Molecules 2025 dataset. Energies are from ωB97M-V with the def2-TZVPD basis set.

Values from the calculation:
- Molecular weight: 106.2 g/mol
- Structure (SMILES): CCSC.CC

Element x y z (Å)
C (-2.42680, -0.84595, 0.95744)
C (-1.04898, -1.07415, 1.73082)
S (0.23244, -2.20113, 0.91226)
C (0.68760, -1.28470, -0.77464)
H (-3.29613, -0.75014, 1.53731)
H (-2.60989, -1.76416, 0.35653)
H (-2.51534, -0.05671, 0.27177)
H (-0.44151, -0.08543, 1.98957)
H (-1.19160, -1.57825, 2.56935)
H (1.47431, -0.59347, -0.54330)
H (1.35751, -1.85022, -1.44656)
H (-0.26531, -0.90727, -1.14307)
C (0.61759, 3.23068, -2.14358)
C (1.63793, 3.69873, -1.14414)
H (0.49994, 2.17277, -2.09836)
H (-0.41976, 3.55624, -2.09397)
H (0.92083, 3.30732, -3.17408)
H (1.58045, 3.17286, -0.12898)
H (1.76256, 4.65768, -0.82335)
H (2.62089, 3.58915, -1.62438)

***

Entry 2
Here is a cluster of 2 separate species, C5H14S in total from the Open Molecules 2025 dataset. Energies are from ωB97M-V with the def2-TZVPD basis set.

Values from the calculation:
- Molecular weight: 106.2 g/mol
- Structure (SMILES): CCC.CSC

Element x y z (Å)
C (0.91007, 1.55508, 0.46553)
C (1.52970, 0.27582, -0.05569)
C (2.15521, -0.56920, 1.05353)
H (0.12628, 1.45633, 1.17884)
H (0.37029, 1.95723, -0.44693)
H (1.85185, 2.18347, 0.74709)
H (2.26381, 0.52245, -0.86385)
H (0.87892, -0.31090, -0.65241)
H (1.97070, -1.61895, 0.82616)
H (3.18987, -0.34332, 1.02900)
H (1.68207, -0.27900, 1.96433)
C (-1.98609, -0.16593, 0.61421)
S (-1.94834, 0.71256, -1.01564)
C (-1.82838, -0.85792, -1.83438)
H (-1.44185, -1.19972, 0.65244)
H (-3.09832, -0.38135, 0.91458)
H (-1.58852, 0.41000, 1.43648)
H (-1.59635, -0.64286, -2.85437)
H (-0.83440, -1.12436, -1.38094)
H (-2.60652, -1.57942, -1.77796)

***

Short version: entry 2 is the most stable of them.

***

Entry 1
Here is an isolated molecule of C4H5ClF2 from the Open Molecules 2025 dataset. Energies are from ωB97M-V with the def2-TZVPD basis set.

Values from the calculation:
- Molecular weight: 126.5 g/mol
- Structure (SMILES): C=CCC(F)(F)Cl

Element x y z (Å)
C (-1.64951, -0.65786, -0.07996)
C (-1.04550, 0.50420, -0.02723)
C (0.40546, 0.81488, 0.04464)
C (1.32653, -0.39115, 0.00229)
F (1.12322, -1.09335, 1.18362)
F (1.05865, -1.14735, -1.05014)
Cl (3.08251, 0.01597, -0.07108)
H (-1.09599, -1.59676, -0.13286)
H (-2.72310, -0.68353, -0.08312)
H (-1.74000, 1.32946, 0.04876)
H (0.58452, 1.39089, 0.91315)
H (0.67321, 1.51460, -0.74808)

***

Entry 2
Here is a cluster of 2 separate species, C4H5ClF2 in total from the Open Molecules 2025 dataset. Energies are from ωB97M-V with the def2-TZVPD basis set.

Values from the calculation:
- Molecular weight: 126.5 g/mol

Element x y z (Å)
C (-1.17688, -0.15872, 0.41766)
C (-2.18800, 0.51224, -0.04180)
C (1.72137, -0.69060, 0.00156)
C (0.72280, 0.42755, -0.19740)
F (-3.49721, 0.01707, 0.19687)
F (0.69992, 0.62912, -1.58282)
Cl (1.31899, 1.97198, 0.50726)
H (-1.20646, -1.03555, 1.09431)
H (-2.33626, 1.39982, -0.72267)
H (2.61449, -0.54637, -0.56486)
H (1.99533, -0.83594, 1.10908)
H (1.33191, -1.69059, -0.21719)

***

Short version: entry 1 is the most stable of them.

***

Entry 1
Here is a cluster of 2 separate species, C2H9N4 in total from the Open Molecules 2025 dataset. Energies are from ωB97M-V with the def2-TZVPD basis set.

Values from the calculation:
- Molecular weight: 89.1 g/mol
- Net charge: +1

Element x y z (Å)
C (1.24489, 0.43181, 0.30016)
C (0.72970, -0.99326, 0.37314)
N (2.52239, 0.50189, -0.42924)
N (-2.94931, 0.30854, -0.15279)
N (-0.41272, -1.30886, -0.01734)
N (-1.74876, 0.52197, 0.09413)
H (0.44031, 0.99314, -0.24735)
H (1.44085, 0.86564, 1.20723)
H (1.50658, -1.65419, 0.96395)
H (3.10759, 1.26508, -0.09583)
H (-3.40686, 0.06777, -1.04016)
H (-3.52746, -0.03066, 0.58656)
H (-0.66604, -2.31080, 0.15308)
H (2.67383, 0.39903, -1.44233)
H (-1.12906, 0.88742, -0.59108)

***

Entry 2
Here is a cluster of 2 separate species, C2H9N4 in total from the Open Molecules 2025 dataset. Energies are from ωB97M-V with the def2-TZVPD basis set.

Values from the calculation:
- Molecular weight: 89.1 g/mol
- Net charge: +1

Element x y z (Å)
N (0.29393, -1.14094, 1.11681)
C (-0.90018, -0.46792, 0.96186)
N (-1.89109, -0.51282, 1.91341)
N (-1.01793, 0.42446, -0.00409)
H (0.29689, -1.97889, 1.78357)
H (0.68998, -1.35091, 0.25181)
H (-1.52931, -0.65108, 2.81774)
H (-2.49550, 0.32981, 1.89336)
H (-1.90689, 0.99183, -0.05240)
H (-0.32115, 0.46835, -0.80427)
C (2.04250, 0.94005, -1.72207)
N (1.00711, 0.19627, -1.93638)
H (2.34965, 1.23333, -0.73315)
H (2.53701, 1.45035, -2.56207)
H (0.84497, 0.06810, -2.92411)

***

Short version: entry 2 is the most stable of them.

***

Entry 1
Here is a cluster of 2 separate species, C2H9N4 in total from the Open Molecules 2025 dataset. Energies are from ωB97M-V with the def2-TZVPD basis set.

Values from the calculation:
- Molecular weight: 89.1 g/mol
- Net charge: +1

Element x y z (Å)
C (-2.20380, -0.35988, -0.23994)
C (2.11943, 0.16192, 0.93362)
N (-2.20768, 0.79222, 0.43792)
N (-1.06848, -0.88419, -0.47965)
N (1.65912, -0.13694, -0.42918)
N (0.83671, 0.48737, -1.03327)
H (-3.13824, -0.88345, -0.19872)
H (1.79793, 1.12343, 1.14140)
H (1.62018, -0.49086, 1.72401)
H (3.13611, 0.16806, 0.98208)
H (-2.91335, 1.36888, 0.23351)
H (-1.12652, -1.80766, -0.93832)
H (2.04310, -1.04082, -0.67202)
H (-1.30514, 1.21864, 0.60612)
H (0.75064, 0.28327, -2.06757)

***

Entry 2
Here is a cluster of 2 separate species, C2H9N4 in total from the Open Molecules 2025 dataset. Energies are from ωB97M-V with the def2-TZVPD basis set.

Values from the calculation:
- Molecular weight: 89.1 g/mol
- Net charge: +1

Element x y z (Å)
C (-2.63574, 0.63360, 1.50996)
C (1.47013, -0.57484, 0.63139)
N (-0.45262, -0.71168, -0.71068)
N (-1.90266, 1.01159, 0.74304)
N (1.29826, 0.69949, -1.37159)
N (0.54110, 0.12013, -0.33285)
H (-3.59720, 0.37432, 1.99756)
H (2.00368, -1.40514, 0.19972)
H (2.32499, 0.05766, 0.99582)
H (0.83012, -0.99506, 1.45913)
H (-1.29396, -0.31525, -0.96513)
H (-0.50761, -1.76189, -0.87914)
H (0.70489, 0.38129, -2.19977)
H (1.28084, 1.68790, -1.33024)
H (-0.06423, 0.79788, 0.25279)

***

Short version: entry 1 is the most stable of them.

***

Entry 1
Here is a cluster of 3 separate species, C2H2ClNO3 in total from the Open Molecules 2025 dataset. Energies are from ωB97M-V with the def2-TZVPD basis set.

Values from the calculation:
- Molecular weight: 123.5 g/mol
- Net charge: -2

Element x y z (Å)
C (-1.93134, 0.98057, 0.01322)
C (-0.67712, 0.28736, -0.54354)
N (-0.39824, -1.34282, 0.79066)
O (-1.93004, 1.29297, 1.23768)
O (-0.93234, -2.32146, 0.35010)
O (-2.85864, 0.82520, -0.75176)
Cl (9.34845, -0.21397, 0.44993)
H (0.15526, 0.77741, -0.12733)
H (-0.77599, -0.28526, -1.41898)

***

Entry 2
Here is a cluster of 3 separate species, C2H2ClNO3 in total from the Open Molecules 2025 dataset. Energies are from ωB97M-V with the def2-TZVPD basis set.

Values from the calculation:
- Molecular weight: 123.5 g/mol
- Net charge: -2

Element x y z (Å)
C (-2.07934, 1.18560, 0.35525)
C (-1.55045, -0.02034, -0.43798)
N (0.31230, -1.86439, -0.02169)
O (-3.32540, 1.09718, 0.09372)
O (-0.22021, -2.90990, 0.21318)
O (-1.40815, 2.09868, 0.76792)
Cl (11.45103, 1.23344, 0.95772)
H (-1.24468, 0.10750, -1.56083)
H (-1.93510, -0.92777, -0.36730)

***

Short version: entry 1 is the most stable of them.